ORCA calculation (ωB97M-V/def2-TZVPD) on 8 unconnected molecules or ions with the total composition C58H50Cl2F7O6P at a distorted geometry.

Geometry as XYZ:
```
124
Properties=species:S:1:pos:R:3:lowdin_charge:R:1
C 4.0645 2.9490 -2.7437 -0.125
C 4.1609 4.3320 -2.1128 -0.692
Cl 5.1078 5.3912 -3.2444 0.616
C 2.7672 5.0002 -1.7953 -0.589
Cl 2.7469 5.7442 -0.1402 0.682
C 1.5467 4.1073 -2.0591 -0.149
C 0.8719 4.3616 -3.2458 -0.041
C -0.2806 3.6551 -3.5841 -0.060
C -0.7471 2.6861 -2.7420 0.040
C -0.0955 2.4070 -1.5692 -0.144
C -0.6503 1.3566 -0.6034 -0.086
C -1.9862 0.7910 -1.1594 -0.298
C -3.1840 1.7107 -0.9774 -0.036
O -2.9718 0.4838 -0.2021 -0.102
C 1.0813 3.0839 -1.2005 -0.106
P 1.9648 2.6507 0.3340 0.475
O 3.4155 2.8458 0.2364 -0.282
O 1.7504 1.1159 0.7451 -0.129
O 1.3397 3.5590 1.5055 -0.153
C -1.0291 3.9901 -4.8678 -0.301
O -1.6343 3.1651 -5.5174 0.125
C -0.9520 5.4450 -5.2495 0.021
C 0.1433 6.1200 -4.9417 0.034
C 1.2896 5.3870 -4.2711 -0.298
O 2.4237 5.6188 -4.6291 0.089
H 3.6281 2.2498 -2.0266 0.062
H 5.0689 2.5986 -3.0035 0.079
H 3.4615 2.9253 -3.6579 0.084
H 4.7084 4.3306 -1.1724 0.069
H 2.7518 5.8869 -2.4239 0.054
H -1.6488 2.1866 -3.0788 0.128
H -0.8916 1.7414 0.3914 0.119
H -0.0199 0.4636 -0.5840 0.127
H -1.9395 0.2102 -2.0802 0.134
H -4.0003 1.5053 -1.6625 0.111
H -3.0393 2.6213 -0.4051 0.111
H 1.1982 1.1381 1.5471 0.044
H 2.0757 4.0296 1.9226 0.072
H -1.7695 5.9620 -5.7477 0.124
H 0.2845 7.1771 -5.1503 0.128
F -3.2328 -1.5860 -3.0463 0.038
C -4.5717 -1.6583 -3.2079 -0.287
C -5.3886 -1.3886 -2.1283 -0.021
C -6.7649 -1.4585 -2.2934 -0.078
C -7.3007 -1.8050 -3.5270 -0.093
C -6.4611 -2.0770 -4.5992 -0.078
C -5.0848 -1.9986 -4.4427 -0.012
H -4.9476 -1.1276 -1.1732 0.111
H -7.4191 -1.2429 -1.4589 0.106
H -8.3742 -1.8630 -3.6520 0.102
H -6.8783 -2.3509 -5.5591 0.106
H -4.4135 -2.1989 -5.2677 0.121
F 2.3884 -2.3132 5.0497 0.038
C 3.2304 -1.8428 4.1030 -0.276
C 2.9829 -0.6085 3.5380 -0.009
C 3.8482 -0.1219 2.5693 -0.071
C 4.9423 -0.8788 2.1723 -0.078
C 5.1743 -2.1208 2.7482 -0.078
C 4.3159 -2.6072 3.7254 -0.024
H 2.1201 -0.0369 3.8558 0.096
H 3.6708 0.8452 2.1246 0.082
H 5.6133 -0.4990 1.4130 0.106
H 6.0244 -2.7133 2.4363 0.105
H 4.4847 -3.5699 4.1910 0.114
F 5.3396 -3.3975 10.8136 0.056
C 4.3570 -3.2918 9.8984 -0.290
C 4.6865 -3.2487 8.5579 -0.010
C 3.6731 -3.1443 7.6153 -0.073
C 2.3482 -3.0746 8.0256 -0.092
C 2.0358 -3.1149 9.3779 -0.082
C 3.0452 -3.2294 10.3233 -0.022
H 5.7258 -3.2965 8.2598 0.117
H 3.9166 -3.1170 6.5652 0.077
H 1.5604 -2.9891 7.2895 0.089
H 1.0036 -3.0568 9.6980 0.103
H 2.8210 -3.2706 11.3812 0.116
F -0.0365 0.6152 2.7314 0.019
C -0.8580 -0.3620 3.2027 -0.252
C -1.8410 -0.8691 2.3792 0.002
C -2.6758 -1.8626 2.8703 -0.064
C -2.5205 -2.3249 4.1706 -0.086
C -1.5261 -1.7977 4.9825 -0.074
C -0.6830 -0.8105 4.4952 -0.021
H -1.9547 -0.4943 1.3674 0.092
H -3.4483 -2.2767 2.2359 0.109
H -3.1760 -3.0977 4.5506 0.104
H -1.4067 -2.1542 5.9970 0.106
H 0.1026 -0.3916 5.1109 0.113
F -1.5455 7.7378 0.2118 0.060
C -2.2784 6.8725 0.9363 -0.286
C -3.5222 7.2615 1.3941 -0.017
C -4.2787 6.3660 2.1369 -0.083
C -3.7805 5.1012 2.4202 -0.096
C -2.5258 4.7293 1.9561 -0.088
C -1.7688 5.6172 1.2037 -0.014
H -3.8898 8.2542 1.1694 0.117
H -5.2578 6.6557 2.4950 0.105
H -4.3709 4.4057 3.0027 0.102
H -2.1341 3.7444 2.1803 0.101
H -0.7910 5.3413 0.8263 0.102
F -4.3740 -7.1788 -0.8183 0.055
C -3.3088 -6.5835 -1.3901 -0.289
C -2.1658 -7.3242 -1.6183 -0.021
C -1.0714 -6.7100 -2.2116 -0.080
C -1.1313 -5.3665 -2.5581 -0.088
C -2.2864 -4.6364 -2.3170 -0.067
C -3.3871 -5.2481 -1.7335 -0.011
H -2.1372 -8.3679 -1.3336 0.116
H -0.1716 -7.2804 -2.4029 0.103
H -0.2778 -4.8873 -3.0154 0.076
H -2.3300 -3.5906 -2.5831 0.085
H -4.3004 -4.6972 -1.5454 0.113
F 0.3186 -3.1022 -4.4281 0.048
C 1.5622 -3.2983 -4.9110 -0.286
C 2.3941 -2.2108 -5.0878 -0.017
C 3.6749 -2.4152 -5.5800 -0.081
C 4.1018 -3.6980 -5.8971 -0.096
C 3.2497 -4.7790 -5.7172 -0.082
C 1.9712 -4.5812 -5.2156 -0.020
H 2.0396 -1.2181 -4.8420 0.116
H 4.3401 -1.5729 -5.7167 0.106
H 5.1001 -3.8542 -6.2848 0.101
H 3.5805 -5.7782 -5.9680 0.105
H 1.2948 -5.4122 -5.0608 0.113
```

Charge   0
SMILES string   C[C@@H](Cl)[C@H](Cl)c1c2c(cc(C[C@@H]3CO3)c1P(=O)(O)O)C(=O)C=CC2=O.Fc1ccccc1.Fc1ccccc1.Fc1ccccc1.Fc1ccccc1.Fc1ccccc1.Fc1ccccc1.Fc1ccccc1


ORCA calculation (ωB97M-V/def2-TZVPD) on a single C6H10O2 molecule at a distorted geometry.

Geometry as XYZ:
```
18
Properties=species:S:1:pos:R:3:lowdin_charge:R:1
C -0.4756 -0.3630 0.0899 -0.335
C 0.0613 1.0364 -0.1771 -0.307
C -1.1768 -1.0701 -1.0283 -0.019
C -1.0319 -0.5781 1.4687 -0.026
O 1.1476 -0.9670 0.0579 -0.073
O -0.2864 1.5312 -1.4632 -0.016
C 1.5500 0.7572 -0.0140 -0.241
C 2.7271 1.1632 0.1389 0.056
H 1.6885 -1.1965 0.8361 0.109
H 0.4897 1.4333 -2.0322 0.105
H -0.2960 1.7474 0.5729 0.152
H -0.6141 -0.9928 -1.9585 0.094
H -1.3271 -2.1241 -0.7851 0.094
H -1.0570 -1.6381 1.7289 0.093
H -0.4523 -0.0363 2.2189 0.095
H -2.0596 -0.1955 1.4963 0.104
H -2.1532 -0.5979 -1.1891 0.107
H 3.2656 2.0908 0.0391 0.008
```

Charge   0
ΔE to the lowest compared entry with this formula, charge and spin   111.5 kcal per mole


| no. | HOMO energy (eV) |
| --- | --- |
| 1 | -9.2 |
| 2 | -7.7 |